# 1
Here is a cluster of 5 separate species, C11H17NO2 in total in a non-equilibrium geometry from the Open Molecules 2025 dataset. Energies are from ωB97M-V/def2-TZVPD.

Calculated values
LUMO level = -1.571 eV
ΔE to the lowest compared entry with this formula, charge and spin = 16.098 eV
Kohn-Sham gap = 7.4376 eV
E_HOMO = -9.0 eV

Geometry as XYZ:
```
31
C11H17NO2, DFT ωB97M-V/def2-TZVPD
C -4.691 -0.179 0.417
C -3.199 -0.154 0.360
C -2.502 -1.047 -0.385
C -1.106 -1.086 -0.806
C -0.414 -0.047 -0.110
C -2.323 0.759 0.956
C 1.058 -0.019 0.035
C 1.838 1.095 -0.729
C 1.191 2.601 -0.667
C 1.569 -1.460 0.064
C 3.068 -1.400 0.045
H -5.146 -1.667 -0.523
H -4.903 1.132 -0.567
H -4.983 -0.071 1.938
H -3.071 -1.744 -1.037
H -0.416 -1.817 -1.345
H -2.801 1.693 1.464
H 1.041 0.252 1.217
H 2.097 0.812 -1.863
H 2.887 1.168 -0.167
H 1.983 3.254 -1.257
H 0.163 2.365 -1.134
H 0.802 2.184 0.886
H 1.432 -1.847 -0.874
H 1.159 -2.168 0.635
H 3.284 -2.515 -0.179
H 3.578 -0.715 -0.671
H 4.738 -2.208 1.465
N -1.055 0.747 0.872
O 1.206 3.078 0.597
O 3.516 -0.995 1.368
```

---

# 2
Here is a structure of composition C9H15Cl2O3PSmTm in a non-equilibrium geometry from the Open Molecules 2025 dataset. Energies are from ωB97M-V/def2-TZVPD.

Calculated values
LUMO level (alpha / beta) = -16.865 / -15.161 eV
total charge = +4
Kohn-Sham gap (alpha / beta) = 4.1393 / 5.8440 eV
spin multiplicity = 8
E_HOMO (alpha / beta) = -21.0 / -21.0 eV
⟨S²⟩ = 15.781

Geometry as XYZ:
```
32
C9H15Cl2O3PSmTm, DFT ωB97M-V/def2-TZVPD
Sm 0.197 0.848 -6.693
Tm -0.044 0.840 -0.831
Cl -0.733 3.127 -6.640
Cl 1.839 -0.658 -0.592
C -0.769 -0.549 0.811
C -0.300 1.277 -8.963
C 0.560 -0.970 -8.374
O -0.860 -1.342 1.661
O -0.495 1.283 -10.109
O 0.626 -1.627 -9.341
C -2.075 3.832 2.549
C -0.700 3.883 1.904
P -0.090 2.258 1.422
C 1.525 2.558 0.539
C 2.424 3.541 1.294
C 0.379 1.347 2.928
C 0.975 2.202 4.035
H -2.840 3.433 1.881
H -2.386 4.841 2.826
H -2.102 3.235 3.461
H -0.744 4.477 0.980
H 0.056 4.325 2.561
H 2.043 1.584 0.493
H 1.349 2.924 -0.498
H 2.810 3.096 2.219
H 3.304 3.790 0.685
H 1.933 4.486 1.551
H -0.536 0.824 3.249
H 1.083 0.557 2.620
H 0.368 3.092 4.241
H 1.021 1.586 4.942
H 1.995 2.512 3.787
```

---

# 3
Here is a structure of composition C27H31LiN2O4Si from the Open Molecules 2025 dataset. Energies are from ωB97M-V/def2-TZVPD.

Calculated values
LUMO level = 4.611 eV
ΔE to the lowest compared entry with this formula, charge and spin = 0.243 eV
total charge = -2
Kohn-Sham gap = 5.8967 eV
E_HOMO = -1.3 eV

Geometry as XYZ:
```
66
C27H31LiN2O4Si, DFT ωB97M-V/def2-TZVPD
Li 0.383 -0.653 0.369
O -0.112 -0.302 2.278
C -1.134 -0.671 2.925
C -1.080 -0.900 4.341
C -2.147 -1.396 5.058
C -3.358 -1.715 4.437
C -3.456 -1.488 3.070
C -2.421 -0.935 2.327
C -2.618 -0.717 0.890
N -2.225 0.325 0.285
C -2.345 0.304 -1.165
C -1.288 1.225 -1.749
N 0.042 0.765 -1.401
C 0.938 0.893 -2.294
C 2.351 0.589 -2.181
C 3.165 0.973 -3.253
C 4.533 0.790 -3.261
C 5.113 0.182 -2.133
C 4.355 -0.221 -1.067
C 2.921 -0.055 -1.018
O 2.253 -0.452 -0.035
H -0.132 -0.694 4.827
H -2.034 -1.562 6.127
H -4.184 -2.136 4.997
H -4.379 -1.738 2.551
H -3.115 -1.530 0.341
H -3.338 0.662 -1.473
H -2.192 -0.713 -1.545
H -1.433 2.217 -1.311
H -1.414 1.317 -2.841
H 0.655 1.320 -3.275
H 2.682 1.442 -4.108
H 5.137 1.101 -4.105
H 6.189 0.026 -2.107
H 4.809 -0.692 -0.202
C -0.046 2.695 2.003
C 1.118 3.044 1.127
O 2.265 2.786 1.411
C 0.845 3.773 -0.168
C -0.371 4.397 -0.426
C -0.575 5.068 -1.625
C 0.430 5.098 -2.581
C 1.643 4.466 -2.332
C 1.853 3.816 -1.128
H 0.292 2.046 2.807
H -0.792 2.134 1.429
H -0.500 3.609 2.399
H -1.168 4.343 0.304
H -1.527 5.547 -1.821
H 0.263 5.601 -3.527
H 2.421 4.462 -3.085
H 2.780 3.296 -0.925
C 0.289 -4.390 1.561
Si -0.643 -3.777 0.027
C -2.446 -4.338 0.306
C -0.037 -4.879 -1.408
O -0.485 -2.236 -0.255
H 0.161 -5.466 1.732
H -0.067 -3.853 2.445
H 1.358 -4.179 1.460
H -2.512 -5.418 0.479
H -3.068 -4.095 -0.562
H -2.869 -3.828 1.178
H -0.154 -5.947 -1.191
H 1.019 -4.681 -1.610
H -0.596 -4.652 -2.321
```

---

# 4
Here is a cluster of 2 separate species, C3H11NS in total in a non-equilibrium geometry from the Open Molecules 2025 dataset. Energies are from ωB97M-V/def2-TZVPD.

Calculated values
LUMO level = 0.934 eV
ΔE to the lowest compared entry with this formula, charge and spin = 2.316 eV
Kohn-Sham gap = 9.9904 eV
SMILES = CCN.CS
E_HOMO = -9.1 eV

Geometry as XYZ:
```
16
C3H11NS, DFT ωB97M-V/def2-TZVPD
C -1.474 -0.475 1.682
C -2.830 -0.686 0.859
N -2.951 -2.003 0.160
H -1.983 -0.397 2.761
H -0.992 0.485 1.686
H -0.832 -1.318 1.731
H -3.025 0.146 0.021
H -3.656 -0.376 1.666
H -2.580 -2.653 0.872
H -4.042 -2.175 0.092
C 4.132 2.075 -1.832
S 3.060 0.540 -1.954
H 5.081 2.039 -2.540
H 4.350 2.105 -0.742
H 3.557 2.827 -2.436
H 4.186 -0.133 -2.027
```

---

# 5
Here is a structure of composition C24H30N4O2OsS2 from the Open Molecules 2025 dataset. Energies are from ωB97M-V/def2-TZVPD.

Calculated values
LUMO level (alpha / beta) = -2.506 / -3.012 eV
ΔE to the lowest compared entry with this formula, charge and spin = 0.010 eV
total charge = +1
Kohn-Sham gap (alpha / beta) = 7.1567 / 6.4893 eV
spin multiplicity = 2
E_HOMO (alpha / beta) = -9.7 / -9.5 eV
⟨S²⟩ = 0.754

Geometry as XYZ:
```
63
C24H30N4O2OsS2, DFT ωB97M-V/def2-TZVPD
Os -0.509 -0.233 -0.127
C 0.110 2.408 -1.581
N 0.757 1.438 -0.662
C 1.900 0.748 -1.331
C 1.426 -0.286 -2.348
N 0.363 -1.217 -1.850
C -0.615 -1.428 -2.959
C 0.760 -2.565 -1.413
C 1.835 -3.246 -1.951
C 2.084 -4.562 -1.575
C 1.232 -5.196 -0.687
C 0.142 -4.516 -0.163
C -0.105 -3.194 -0.510
S -1.465 -2.312 0.232
C 1.140 2.166 0.556
C 2.314 2.906 0.589
C 2.645 3.645 1.714
C 1.772 3.662 2.796
C 0.598 2.930 2.758
C 0.263 2.154 1.645
S -1.196 1.152 1.673
H 0.827 3.182 -1.866
H -0.732 2.863 -1.064
H -0.258 1.898 -2.468
H 2.490 0.273 -0.554
H 2.531 1.469 -1.860
H 2.297 -0.827 -2.714
H 1.001 0.226 -3.210
H -0.113 -1.894 -3.810
H -1.041 -0.471 -3.252
H -1.411 -2.077 -2.604
H 2.491 -2.778 -2.673
H 2.936 -5.084 -1.987
H 1.416 -6.222 -0.396
H -0.524 -5.007 0.537
H 2.978 2.916 -0.267
H 3.565 4.212 1.738
H 2.012 4.246 3.675
H -0.074 2.930 3.606
C -5.583 1.149 -0.799
N -4.258 1.140 -1.404
C -4.124 1.767 -2.710
C -3.238 0.584 -0.789
O -2.085 0.528 -1.283
H -5.919 2.176 -0.662
H -5.549 0.655 0.169
H -6.289 0.626 -1.443
H -4.499 2.789 -2.660
H -4.705 1.214 -3.448
H -3.079 1.775 -3.001
H -3.448 0.153 0.190
O 1.173 -0.804 0.878
N 1.256 -0.765 2.227
C 2.286 -0.083 2.748
C 2.471 -0.050 4.111
C 1.574 -0.719 4.931
C 0.516 -1.405 4.360
C 0.368 -1.414 2.989
H 2.914 0.423 2.031
H 3.305 0.505 4.513
H 1.698 -0.704 6.005
H -0.206 -1.934 4.964
H -0.419 -1.916 2.444
```

---

# 6
Here is a cluster of 2 separate species, C2H10N4 in total in a non-equilibrium geometry from the Open Molecules 2025 dataset. Energies are from ωB97M-V/def2-TZVPD.

Calculated values
LUMO level = 0.960 eV
ΔE to the lowest compared entry with this formula, charge and spin = 3.729 eV
Kohn-Sham gap = 9.1134 eV
SMILES = CNNN.C=N
E_HOMO = -8.2 eV

Geometry as XYZ:
```
16
C2H10N4, DFT ωB97M-V/def2-TZVPD
C 1.434 0.425 0.903
N 0.011 -0.103 0.573
N -1.045 0.710 1.167
N -2.328 0.430 0.641
H 1.567 1.366 0.369
H 1.510 0.587 1.986
H 2.175 -0.311 0.605
H -0.060 -1.016 1.025
H -0.823 1.675 0.936
H -2.342 0.374 -0.378
H -2.645 -0.460 1.021
C 0.136 -0.793 -1.576
N 1.384 -1.038 -1.732
H -0.509 -1.644 -1.378
H -0.366 0.088 -1.971
H 1.902 -0.291 -2.190
```

---

# 7
Here is a cluster of 2 separate species, C5H8S in total in a non-equilibrium geometry from the Open Molecules 2025 dataset. Energies are from ωB97M-V/def2-TZVPD.

Calculated values
LUMO level = -0.316 eV
ΔE to the lowest compared entry with this formula, charge and spin = 2.987 eV
Kohn-Sham gap = 8.5064 eV
SMILES = C=CC=C.C=S
E_HOMO = -8.8 eV

Geometry as XYZ:
```
14
C5H8S, DFT ωB97M-V/def2-TZVPD
C -1.775 0.712 -1.184
C -1.448 -0.329 -0.468
C -0.681 -0.260 0.737
C -0.055 -1.366 1.065
H -2.218 0.607 -2.134
H -1.684 1.716 -0.875
H -1.594 -1.243 -0.894
H -0.344 0.722 1.114
H -0.284 -2.344 0.606
H 0.818 -1.485 1.911
C 2.504 -0.760 -0.987
S 3.039 -0.075 0.339
H 2.397 -1.869 -1.001
H 2.318 -0.316 -1.882
```

---

# 8
Here is a structure of composition H24O12 in a non-equilibrium geometry from the Open Molecules 2025 dataset. Energies are from ωB97M-V/def2-TZVPD.

Calculated values
LUMO level = -0.580 eV
ΔE to the lowest compared entry with this formula, charge and spin = 8.793 eV
Kohn-Sham gap = 8.4344 eV
E_HOMO = -9.0 eV

Geometry as XYZ:
```
36
H24O12, DFT ωB97M-V/def2-TZVPD
H -0.478 0.150 0.135
H 0.706 -0.742 0.471
H -0.526 1.468 -2.096
H 0.366 2.656 -2.418
H -1.894 1.485 0.933
H -2.530 2.712 0.300
H -2.707 0.157 -2.552
H -3.328 -0.035 -3.926
H -3.097 2.964 -1.370
H -4.358 3.050 -0.527
H 2.979 -3.252 -0.208
H 4.318 -3.796 -0.678
H -0.327 -3.574 3.089
H -0.628 -2.897 1.762
H 2.648 -1.051 1.591
H 3.581 -2.093 2.185
H 2.028 0.049 2.793
H 1.138 1.244 2.491
H -1.055 2.870 1.043
H -0.071 3.965 0.663
H -0.404 -1.650 3.002
H -0.415 -0.764 1.767
H 2.994 -1.127 -3.595
H 2.051 0.005 -3.966
O -0.146 -0.747 0.020
O -0.121 1.936 -2.835
O -2.565 1.749 0.293
O -2.731 -0.455 -3.296
O -3.827 2.430 -1.038
O 3.551 -4.025 -0.141
O -0.728 -3.735 2.228
O 3.582 -1.269 1.684
O 1.124 0.282 2.553
O -0.980 3.677 0.521
O -0.210 -0.753 2.709
O 2.063 -0.881 -3.587
```

---

What is the formula in the fourth record? C3H11NS